The molecule C2H7ClNPS at a distorted geometry. Source: the Open Molecules 2025 dataset; level of theory: ωB97M-V/def2-TZVPD.

Each atom is followed by the atoms it is bonded to, with distances in Å.
Element x y z (Å)
1 C 1.3042 -0.2774 1.5161  C2 1.579, H7 1.090, H8 1.075, H9 1.144
2 C 0.8787 0.3166 0.1167  C1 1.579, P3 2.153, H10 1.130, H11 1.080
3 P -1.0993 -0.2855 -0.4848  C2 2.153, N4 1.630, S5 1.985, Cl6 2.048
4 N -1.4521 0.1663 -2.0109  P3 1.630, H12 1.080, H13 0.976
5 S -1.5622 -2.1658 -0.0487  P3 1.985
6 Cl -2.0432 1.1751 0.5977  P3 2.048
7 H 0.3505 -0.4631 2.0097  C1 1.090
8 H 1.9444 -1.1249 1.3516  C1 1.075
9 H 1.8248 0.4275 2.2516  C1 1.144
10 H 1.4386 0.2116 -0.8596  C2 1.130
11 H 0.6864 1.3644 0.2969  C2 1.080
12 H -1.0554 1.1693 -2.0676  N4 1.080
13 H -1.2155 -0.5141 -2.6688  N4 0.976

As for the SMILES: CC[P@@](N)(=S)Cl. For the HOMO energy, the calculation gives -8.8337 eV. Its molar mass is 143.58 Da. As for the energy: -36324.839 eV. As for the net charge: 0.

Atomic partial charges in e from the Mulliken method, atoms 1 to 4: number 1, C, carries -0.90; number 2, C, carries -0.62; number 3, P, carries 0.48; number 4, N, carries -0.51

---

The molecule C4H7NO at a distorted geometry. Source: the Open Molecules 2025 dataset; level of theory: ωB97M-V/def2-TZVPD.

Each atom is followed by the atoms it is bonded to, with distances in Å.
Element x y z (Å)
1 C -0.7764 0.7396 1.3854  N2 1.428, H7 1.093, H8 1.099, H9 1.093
2 N -0.2146 -0.3628 0.6729  C1 1.428, C3 1.376, C4 1.403
3 C -0.6663 -1.0261 -0.4447  N2 1.376, C4 1.716, H10 1.082, H11 1.114
4 C 0.9165 -0.4296 -0.1549  N2 1.403, C3 1.716, C5 1.465, H12 1.107
5 C 1.2018 0.3614 -1.3539  C4 1.465, O6 1.213, H13 1.107
6 O 2.2711 0.3557 -1.9271  C5 1.213
7 H -1.6257 0.3587 1.9577  C1 1.093
8 H -1.0969 1.5827 0.7575  C1 1.099
9 H -0.0041 1.0778 2.0806  C1 1.093
10 H -0.6395 -2.1066 -0.5050  C3 1.082
11 H -1.4930 -0.5672 -1.0338  C3 1.114
12 H 1.8118 -0.8685 0.3255  C4 1.107
13 H 0.3153 0.8850 -1.7602  C5 1.107

As for the SMILES: CN1C[C@H]1C=O. For the HOMO energy, the calculation gives -9.0207 eV. Its molar mass is 85.11 Da. As for the energy: -7796.159 eV. As for the net charge: 0.

Atomic partial charges in e from the Mulliken method, atoms 1 to 4: number 1, C, carries -0.80; number 2, N, carries 0.02; number 3, C, carries -0.50; number 4, C, carries -0.25

---

A cluster of 9 separate species, C22H44B3Cl17O5 in total at a distorted geometry. Source: the Open Molecules 2025 dataset; level of theory: ωB97M-V/def2-TZVPD.

Each atom is followed by the atoms it is bonded to, with distances in Å.
Element x y z (Å)
1 C -0.0221 -0.4862 -2.2497  C2 1.609, H16 1.134, H17 1.134, H18 1.139
2 C 0.0288 -0.0555 -3.7995  C1 1.609, O3 1.261, O4 1.439
3 O 0.0356 -0.8949 -4.7400  C2 1.261
4 O 0.1155 1.3610 -4.0362  C2 1.439, C5 1.454
5 C -1.1031 1.8631 -4.6512  O4 1.454, C6 1.609, H19 1.143, H20 1.155
6 C -1.8852 2.9565 -3.7671  C5 1.609, C7 1.602, H21 1.153, H22 1.140
7 C -3.0410 2.3479 -2.8395  C6 1.602, C8 1.637, H23 1.140, H24 1.157
8 C -4.4459 2.2407 -3.6732  C7 1.637, B9 1.640, H25 1.152, H26 1.148
9 B -4.6295 0.6288 -3.9100  C8 1.640, O10 1.442, O15 1.450
10 O -4.3529 0.1418 -5.2387  B9 1.442, B11 1.445
11 B -4.3194 -1.3030 -5.2435  O10 1.445, O12 1.443, H27 1.182
12 O -5.3180 -1.9832 -4.4551  B11 1.443, B13 1.463
13 B -4.9986 -1.5864 -3.0841  O12 1.463, Cl14 1.828, O15 1.433
14 Cl -4.6289 -2.9441 -1.9165  B13 1.828
15 O -5.0004 -0.1883 -2.7715  B9 1.450, B13 1.433
16 H -0.5028 -1.4986 -2.0782  C1 1.134
17 H -0.6395 0.3079 -1.7265  C1 1.134
18 H 1.0430 -0.3868 -1.8572  C1 1.139
19 H -1.8090 1.0258 -4.9788  C5 1.143
20 H -0.7732 2.4167 -5.6102  C5 1.155
21 H -2.4026 3.6592 -4.5212  C6 1.153
22 H -1.2106 3.5861 -3.0969  C6 1.140
23 H -3.2448 2.9672 -1.9041  C7 1.140
24 H -2.7164 1.2945 -2.4875  C7 1.157
25 H -4.3771 2.7694 -4.6945  C8 1.152
26 H -5.3097 2.6952 -3.0683  C8 1.148
27 H -3.4688 -1.8304 -5.8726  B11 1.182
28 Cl 2.7735 4.1757 0.4683  C29 1.781
29 C 2.3948 3.4126 -1.0961  Cl28 1.781, C30 1.515, H32 1.091, H33 1.092
30 C 1.3165 4.1619 -1.8514  C29 1.515, Cl31 1.781, H34 1.092, H35 1.091
31 Cl -0.2712 4.0214 -1.0577  C30 1.781
32 H 2.1061 2.3775 -0.9063  C29 1.091
33 H 3.3193 3.4070 -1.6769  C29 1.092
34 H 1.2082 3.7439 -2.8548  C30 1.092
35 H 1.5551 5.2223 -1.9485  C30 1.091
36 Cl -4.1690 -4.8890 0.7409  C37 1.782
37 C -5.6363 -4.1217 1.3987  Cl36 1.782, C38 1.515, H40 1.091, H41 1.092
38 C -6.2172 -4.9013 2.5610  C37 1.515, Cl39 1.781, H42 1.092, H43 1.091
39 Cl -6.9055 -6.4614 2.0467  C38 1.781
40 H -6.3562 -4.0160 0.5855  C37 1.091
41 H -5.3481 -3.1219 1.7302  C37 1.092
42 H -7.0290 -4.3329 3.0186  C38 1.092
43 H -5.4657 -5.0988 3.3271  C38 1.091
44 Cl 6.9956 6.5916 2.0023  C45 1.782
45 C 5.5556 7.4306 2.6323  Cl44 1.782, C46 1.515, H48 1.091, H49 1.092
46 C 4.8893 6.6582 3.7526  C45 1.515, Cl47 1.781, H50 1.092, H51 1.091
47 Cl 4.1269 5.1573 3.1714  C46 1.781
48 H 4.8714 7.6006 1.7996  C45 1.091
49 H 5.8918 8.4017 3.0009  C45 1.092
50 H 4.0978 7.2625 4.1996  C46 1.092
51 H 5.6005 6.3953 4.5373  C46 1.091
52 Cl 1.1370 -4.2756 -1.7626  C53 1.783
53 C 0.7573 -5.1014 -3.2964  Cl52 1.783, C54 1.515, H56 1.091, H57 1.092
54 C -0.3888 -4.4386 -4.0322  C53 1.515, Cl55 1.782, H58 1.092, H59 1.092
55 Cl -1.9434 -4.6535 -3.1879  C54 1.782
56 H 0.5408 -6.1473 -3.0733  C53 1.091
57 H 1.6612 -5.0633 -3.9075  C53 1.092
58 H -0.5018 -4.8858 -5.0214  C54 1.092
59 H -0.2176 -3.3676 -4.1603  C54 1.092
60 Cl 0.4105 -1.0573 2.1965  C61 1.782
61 C -1.2471 -1.7081 2.1305  Cl60 1.782, C62 1.514, H64 1.091, H65 1.092
62 C -1.6778 -2.0281 0.7145  C61 1.514, Cl63 1.783, H66 1.092, H67 1.092
63 Cl -1.8960 -0.5546 -0.2656  C62 1.783
64 H -1.9146 -0.9832 2.6000  C61 1.091
65 H -1.2530 -2.6171 2.7352  C61 1.092
66 H -2.6387 -2.5467 0.7255  C62 1.092
67 H -0.9519 -2.6687 0.2090  C62 1.092
68 Cl 2.8903 -4.6569 4.1765  C69 1.782
69 C 2.4863 -5.4387 2.6274  Cl68 1.782, C70 1.515, H72 1.091, H73 1.092
70 C 1.3888 -4.7037 1.8854  C69 1.515, Cl71 1.782, H74 1.091, H75 1.092
71 Cl -0.1870 -4.8425 2.7059  C70 1.782
72 H 2.2087 -6.4737 2.8329  C69 1.091
73 H 3.3990 -5.4430 2.0283  C69 1.092
74 H 1.2649 -5.1314 0.8891  C70 1.091
75 H 1.6199 -3.6428 1.7739  C70 1.092
76 Cl 4.9058 0.9401 1.3941  C77 1.782
77 C 5.6095 1.7420 2.8213  Cl76 1.782, C78 1.515, H80 1.091, H81 1.092
78 C 7.1242 1.7196 2.8007  C77 1.515, Cl79 1.782, H82 1.092, H83 1.091
79 Cl 7.7762 0.0778 3.0338  C78 1.782
80 H 5.2120 1.2549 3.7131  C77 1.091
81 H 5.2546 2.7743 2.8107  C77 1.092
82 H 7.5141 2.3331 3.6150  C78 1.092
83 H 7.5183 2.1102 1.8612  C78 1.091
84 Cl 2.1982 1.0689 4.4721  C85 1.781
85 C 0.7636 1.9014 5.1219  Cl84 1.781, C86 1.516, H88 1.091, H89 1.092
86 C 0.1272 1.1374 6.2665  C85 1.516, Cl87 1.782, H90 1.092, H91 1.091
87 Cl -0.6350 -0.3787 5.7238  C86 1.782
88 H 0.0610 2.0549 4.3012  C85 1.091
89 H 1.0985 2.8803 5.4711  C85 1.092
90 H -0.6601 1.7411 6.7217  C86 1.092
91 H 0.8572 0.8913 7.0393  C86 1.091

As for the SMILES: CC(=O)OCCCCB1OBOB(Cl)O1.ClCCCl.ClCCCl.ClCCCl.ClCCCl.ClCCCl.ClCCCl.ClCCCl.ClCCCl. For the HOMO energy, the calculation gives -9.9898 eV. Its molar mass is 1023.73 Da. As for the energy: -248683.434 eV. As for the net charge: 0.

Atomic partial charges in e from the Mulliken method, atoms 1 to 4: number 1, C, carries -0.19; number 2, C, carries 0.49; number 3, O, carries -0.60; number 4, O, carries -0.29

---

What is the energy in the third record?
-248683.434 eV